Entry 1:
Entry from the Open Molecules 2025 dataset: a structure of composition C4H14NO3S (ωB97M-V/def2-TZVPD).

Each line ends with the natural charge from an NBO analysis.
Positions of all 23 atoms, in Å:
C: 0.1674 0.4316 1.3048  -0.059
O: -0.4655 1.6980 1.1304  -0.902
C: -0.2457 -0.4133 0.0950  -0.087
C: 0.2402 -1.8643 -0.0021  -0.413
C: 0.0961 -2.4205 -1.4161  -0.543
S: 1.0772 -1.9389 -2.8289  -0.061
N: -1.7461 -0.4933 0.2834  -0.860
H: 1.3185 0.4881 1.3571  0.133
H: 0.0336 -0.0456 2.2189  0.135
H: -0.1029 0.1336 -0.8100  0.187
H: 1.1923 -2.1324 0.4890  0.201
H: -0.3736 -2.5805 0.6198  0.206
H: -0.9630 -2.1410 -1.5766  0.230
H: 0.2932 -3.5357 -1.3558  0.209
H: 1.0307 -0.6097 -2.5745  0.131
H: -1.8509 -0.6957 1.2228  0.343
H: -2.2692 0.2974 0.0109  0.367
H: -0.9923 2.0620 -1.0782  0.483
H: -0.1339 3.3048 -0.9026  0.488
O: -0.6606 2.8008 -1.5670  -0.977
H: 2.3223 2.4506 1.7130  0.427
H: 0.4998 2.4049 1.5814  0.502
O: 1.5324 2.7992 2.0853  -1.141

The value obtained for the LUMO energy is 3.04 eV. The orbital gap is 0.278 Eh. As for the charge: -1. The strongest force on any atom is 4.4 eV/A. As for the spin multiplicity: 1.

Entry 2:
Entry from the Open Molecules 2025 dataset: a structure of composition C34H30CrN6S5 (ωB97M-V/def2-TZVPD).

Each line ends with the Löwdin spin population.
Positions of all 76 atoms, in Å:
Cr: 0.9499 1.7618 -0.2486  3.028
S: -0.9281 3.0526 0.4054  -0.007
C: -0.4419 3.5181 2.0291  0.002
C: -1.1094 4.5926 2.6544  -0.001
C: -0.8161 4.9818 3.9486  0.000
C: 0.1490 4.3088 4.7021  0.001
C: 0.8118 3.2444 4.1270  0.000
C: 0.5389 2.8701 2.8037  0.004
S: 1.3916 1.4603 2.1530  -0.020
C: 3.1155 2.0100 1.9640  0.003
C: 3.7207 1.3213 0.7677  0.005
C: 5.0727 1.0292 0.7119  -0.002
C: 5.5993 0.5259 -0.4548  0.007
C: 4.7633 0.2926 -1.5260  -0.001
C: 3.4120 0.5464 -1.3785  0.009
C: 2.4109 0.2226 -2.4543  0.006
S: 1.2260 1.5853 -2.6977  -0.010
C: 2.3944 2.8640 -3.0926  0.003
C: 2.9247 2.8750 -4.3863  -0.001
C: 3.8916 3.8027 -4.7312  0.002
C: 4.3120 4.7240 -3.7714  -0.001
C: 3.7657 4.7254 -2.4984  0.000
C: 2.7806 3.7956 -2.1191  -0.002
S: 2.0280 3.9084 -0.5385  -0.023
N: 2.9188 1.0664 -0.2619  -0.002
H: -1.8698 5.1167 2.0823  0.000
H: -1.3485 5.8237 4.3841  0.000
H: 0.3674 4.6058 5.7230  0.000
H: 1.5501 2.6866 4.6991  0.000
H: 3.6780 1.7819 2.8658  -0.001
H: 3.0981 3.0859 1.7952  0.001
H: 5.6977 1.2163 1.5758  0.000
H: 6.6607 0.3152 -0.5308  0.000
H: 5.1393 -0.0957 -2.4662  0.000
H: 1.8192 -0.6481 -2.1450  0.001
H: 2.8951 0.0193 -3.4022  0.000
H: 2.5711 2.1496 -5.1170  0.000
H: 4.3071 3.8147 -5.7326  0.000
H: 5.0753 5.4558 -4.0254  0.000
H: 4.0871 5.4580 -1.7648  0.000
S: 2.0878 -1.9826 0.3206  0.004
C: 0.6697 -2.4411 1.1045  0.000
N: 0.3585 -2.1949 2.3977  0.004
C: -1.0410 -2.5058 2.7265  0.005
C: -1.5186 -3.2503 1.4667  0.005
N: -0.3747 -3.0711 0.5582  0.005
H: 0.9012 -1.5282 2.9100  0.000
H: -1.6192 -1.5984 2.8891  0.001
H: -1.1073 -3.1241 3.6187  0.001
H: -2.4233 -2.8062 1.0586  0.002
H: -1.6985 -4.3040 1.6610  0.000
H: -0.3859 -3.2970 -0.4193  0.001
N: -4.0392 -3.3201 -1.6226  0.033
C: -5.0271 -4.2419 -1.3039  0.011
C: -5.7796 -5.1222 -2.0733  0.004
C: -6.6979 -5.9191 -1.4009  0.027
C: -6.8501 -5.8257 -0.0104  0.005
C: -6.0887 -4.9381 0.7432  0.023
C: -5.1574 -4.1363 0.0838  0.000
N: -4.2769 -3.1797 0.5949  0.104
C: -3.6243 -2.7040 -0.4548  0.043
C: -2.5797 -1.7154 -0.4296  0.218
C: -2.1699 -1.0944 0.7958  0.060
C: -1.0936 -0.2716 0.8287  0.079
N: -0.3050 0.0553 -0.2855  0.207
C: -0.7507 -0.5209 -1.4610  0.088
C: -1.8170 -1.3514 -1.5745  0.055
H: -3.7068 -3.1067 -2.5421  0.001
H: -5.6644 -5.1844 -3.1527  -0.001
H: -7.3045 -6.6226 -1.9594  0.002
H: -7.5841 -6.4534 0.4833  0.000
H: -6.2129 -4.8547 1.8197  0.001
H: -2.7222 -1.3091 1.7076  0.002
H: -0.7965 0.1296 1.7833  0.003
H: -0.1698 -0.3287 -2.3498  0.005
H: -2.0398 -1.7519 -2.5606  0.003

The value obtained for the LUMO energy (spin up / spin down) is -0.49 / -0.53 eV. The expectation value of S² is 6.083. The orbital gap (spin up / spin down) is 0.166 / 0.251 Eh. As for the charge: 0. The strongest force on any atom is 2.6 eV/A. As for the spin multiplicity: 5.

Entry 3:
Entry from the Open Molecules 2025 dataset: a structure of composition C27H29BIrN12O3PS3 (ωB97M-V/def2-TZVPD).

Each line ends with the Löwdin spin population.
Positions of all 77 atoms, in Å:
Ir: 0.1904 0.1499 0.1184  0.034
C: 2.4424 0.8637 -3.5099  0.128
C: 1.2475 1.2249 -2.6586  0.048
N: 1.2582 0.2084 -1.6394  0.396
N: 2.3272 -0.5704 -1.8020  0.266
C: 3.0139 -0.2083 -2.9469  -0.007
B: 2.5745 -1.7062 -0.7545  0.019
N: 1.2607 -2.4953 -0.6627  0.004
C: 0.9222 -3.7112 -1.1259  0.000
C: -0.4152 -3.9174 -0.8909  0.000
C: -0.8566 -2.7382 -0.3002  0.001
N: 0.1569 -1.8930 -0.1550  0.001
N: 2.8257 -1.0256 0.6138  0.005
C: 3.7977 -1.2161 1.5186  0.000
C: 3.5523 -0.3897 2.5975  0.000
C: 2.3788 0.2882 2.2721  0.000
N: 1.9663 -0.1010 1.0685  0.001
N: 3.7664 -2.5663 -1.0775  0.000
C: 4.0455 -3.8301 -0.6529  0.000
C: 5.3735 -4.0679 -0.8825  0.000
C: 5.8506 -2.8657 -1.4411  0.000
N: 4.8932 -1.9645 -1.5397  0.002
H: 2.7422 1.3880 -4.4016  0.008
H: 0.0741 2.3924 -4.0179  0.002
H: 3.8920 -0.7642 -3.2251  -0.004
H: 1.6509 -4.3467 -1.5967  0.000
H: -0.9924 -4.7926 -1.1286  0.000
H: -1.8438 -2.4526 0.0056  0.000
H: 4.6058 -1.9013 1.3226  0.000
H: 4.1442 -0.2820 3.4885  0.000
H: 1.8305 1.0340 2.8247  0.000
H: 3.2991 -4.4538 -0.1921  0.000
H: 5.9206 -4.9714 -0.6787  0.000
H: 6.8482 -2.6249 -1.7719  0.000
C: -5.6880 -1.8495 1.6505  0.000
C: -4.2021 -2.1092 1.6906  0.000
O: -3.5195 -1.3236 0.6708  0.000
P: -2.7433 -0.0004 1.0461  0.000
S: -2.1000 0.8894 -0.6054  0.003
S: -1.0712 -0.3733 2.1210  -0.002
O: -3.8467 0.7672 1.8653  0.000
C: -3.6144 1.8207 2.8333  0.000
C: -4.7328 1.7763 3.8440  0.000
H: -6.1968 -2.5572 2.3057  0.000
H: -6.0661 -1.9874 0.6381  0.000
H: -5.9209 -0.8383 1.9784  0.000
H: -3.9733 -3.1463 1.4489  0.000
H: -3.7698 -1.8867 2.6683  0.000
H: -3.5908 2.7668 2.2926  0.000
H: -2.6452 1.6536 3.3015  0.000
H: -5.7009 1.8465 3.3493  0.000
H: -4.6375 2.6189 4.5290  0.000
H: -4.6981 0.8544 4.4242  0.000
N: -1.7035 -1.5408 -4.7940  0.001
C: -1.0271 -0.8836 -3.8253  0.001
O: -0.5234 -1.4332 -2.8709  0.012
C: -0.8972 0.5970 -4.0559  0.006
C: -1.8315 1.1877 -4.9838  0.001
N: -2.5666 1.6537 -5.7338  0.002
C: 0.0537 1.3982 -3.5795  0.021
N: 1.4668 2.5204 -1.9948  0.042
H: -2.1576 -1.0721 -5.5592  0.000
H: -1.8350 -2.5317 -4.6826  0.000
S: 1.3498 4.6452 -0.4918  0.002
C: 1.0790 2.9481 -0.7754  0.002
N: 0.5159 2.2813 0.2053  0.001
C: 0.2651 3.1497 1.2967  0.000
C: -0.2780 2.8141 2.5301  0.000
C: -0.4160 3.7906 3.5022  0.000
C: -0.0217 5.1056 3.2729  0.000
C: 0.5316 5.4568 2.0561  0.000
C: 0.6668 4.4707 1.0915  0.001
H: 2.0026 3.1837 -2.5324  0.002
H: -0.5782 1.8003 2.7257  0.000
H: -0.8349 3.5208 4.4632  0.000
H: -0.1395 5.8518 4.0462  0.000
H: 0.8525 6.4707 1.8593  0.000

The value obtained for the LUMO energy (spin up / spin down) is -2.63 / -3.41 eV. The expectation value of S² is 0.763. The orbital gap (spin up / spin down) is 0.286 / 0.287 Eh. As for the charge: +1. The strongest force on any atom is 0.8 eV/A. As for the spin multiplicity: 2.

Entry 4:
Entry from the Open Molecules 2025 dataset: the molecule C23H27N5O (ωB97M-V/def2-TZVPD).

Each line ends with the natural charge from an NBO analysis.
Positions of all 56 atoms, in Å:
C: 2.3849 0.5749 -6.0925  -0.625
C: 1.5992 0.2041 -4.8703  -0.021
C: 0.1980 0.3565 -4.8987  -0.202
C: -0.6067 0.0459 -3.8297  -0.222
C: 0.0285 -0.4353 -2.6899  0.077
C: 1.4342 -0.6019 -2.6429  0.125
C: 2.2269 -0.2774 -3.7436  -0.218
N: 1.7445 -1.0981 -1.4131  -0.246
N: 0.6742 -1.2329 -0.7455  -0.032
N: -0.3896 -0.8570 -1.4658  -0.181
C: -1.7220 -0.8182 -0.9080  -0.042
C: -2.0922 0.6330 -0.5794  -0.427
C: -3.3861 0.7104 0.2457  -0.226
N: -3.3957 -0.1233 1.4270  -0.436
C: -2.8385 0.4580 2.6380  -0.301
C: -1.4773 1.1336 2.4279  0.677
O: -1.4416 2.2874 2.0358  -0.621
N: -0.3553 0.3798 2.5755  -0.455
C: 0.8908 0.6931 2.0062  0.126
C: 1.2569 1.8064 1.2722  -0.240
C: 2.5347 1.8374 0.7316  -0.202
C: 3.4223 0.7939 0.9234  -0.210
C: 3.0490 -0.3183 1.6651  -0.212
C: 1.7826 -0.3610 2.2007  0.039
C: 1.1147 -1.4541 2.9787  -0.439
C: -0.2152 -0.8137 3.4174  -0.028
C: -0.1751 -0.3859 4.8853  -0.613
C: -3.0756 -1.4929 1.1043  -0.212
C: -1.7534 -1.6804 0.3512  -0.431
H: 2.0541 -0.0113 -6.9492  0.217
H: 2.2378 1.6273 -6.3330  0.217
H: 3.4462 0.3986 -5.9394  0.215
H: -0.2536 0.7345 -5.8048  0.211
H: -1.6784 0.1674 -3.8743  0.217
H: 3.2964 -0.4067 -3.6983  0.221
H: -2.4184 -1.2168 -1.6589  0.201
H: -1.2687 1.0849 -0.0275  0.227
H: -2.2221 1.2034 -1.5010  0.215
H: -4.2269 0.3884 -0.3810  0.187
H: -3.5542 1.7445 0.5482  0.228
H: -2.8258 -0.3067 3.4128  0.204
H: -3.5243 1.2549 2.9494  0.220
H: 0.5714 2.6240 1.1231  0.252
H: 2.8343 2.6954 0.1480  0.212
H: 4.4086 0.8402 0.4877  0.211
H: 3.7317 -1.1417 1.8072  0.213
H: 1.7055 -1.7722 3.8378  0.221
H: 0.9557 -2.3227 2.3358  0.229
H: -1.0518 -1.4988 3.2611  0.203
H: 0.6748 0.2717 5.0544  0.218
H: -1.0824 0.1504 5.1561  0.209
H: -0.0801 -1.2577 5.5281  0.213
H: -3.8943 -1.8652 0.4753  0.190
H: -3.0715 -2.0848 2.0226  0.200
H: -1.6237 -2.7308 0.0846  0.220
H: -0.9108 -1.3853 0.9703  0.229

The value obtained for the LUMO energy is 0.71 eV. The orbital gap is 0.319 Eh. As for the charge: 0. As for the SMILES: Cc1ccc2c(c1)nnn2C1CCN(CC(=O)N2c3ccccc3C[C@H]2C)CC1. The strongest force on any atom is 1.3 eV/A. As for the spin multiplicity: 1.

no.,DFT total energy (Eh)
1,-839.44923
2,-4677.61213
3,-3594.23646
4,-1241.67091